The following is a quantum chemistry calculation of 2 unconnected molecules or ions with the total composition C10H15NO in a non-equilibrium geometry, from the Open Molecules 2025 dataset.

CARTESIAN COORDINATES (ANGSTROEM)
C1 -1.008 -0.683 -1.857
C2 -2.275 -1.342 -2.181
C3 -0.734 0.485 -2.661
O1 -0.661 0.445 -3.910
N1 -0.401 1.632 -1.967
H1 -0.908 -0.541 -0.848
H2 -0.035 -1.319 -2.117
H3 -2.514 -2.116 -1.497
H4 -2.385 -1.749 -3.310
H5 -0.225 2.407 -2.521
H6 -0.535 1.640 -1.033
H7 -3.084 -0.650 -2.097
C4 2.283 1.790 2.348
C5 -0.766 -0.263 1.188
C6 -0.211 -1.494 1.114
C7 -0.025 0.910 1.667
C8 1.376 0.719 1.836
C9 1.149 -1.655 1.406
C10 1.941 -0.586 1.651
H8 -1.906 -0.128 1.193
H9 -0.950 -2.411 1.047
H10 -0.368 1.945 1.751
H11 1.607 -2.652 1.507
H12 3.004 1.392 3.028
H13 1.712 2.704 2.838
H14 3.073 -0.844 1.860
H15 2.845 2.365 1.568

The calculation puts the energy at -14148.7369 eV. As for the lowest unoccupied orbital energy (alpha / beta): 3.672 / 3.634 eV. The HOMO energy (alpha / beta) comes out at 0.520 / -4.062 eV. As for the relative energy (zero: lowest compared OMol25 entry of this formula, charge and spin): 1.208 eV. The expectation value of S² is 0.762. As for the net charge: -1. As for the spin multiplicity: 2. The HOMO-LUMO gap (alpha / beta) comes out at 0.11583 / 0.28285 Eh.

These are the Mulliken partial charges, in e, on atoms 1 to 5: C 1.530; C -1.483; C 0.145; O -0.706; N -0.340

---

The following is a quantum chemistry calculation of a molecular structure, C11H10BrCl3CrF6N4O7S2 in a non-equilibrium geometry, from the Open Molecules 2025 dataset.

CARTESIAN COORDINATES (ANGSTROEM)
Cr1 0.576 0.366 0.101
F1 -3.055 -2.508 3.167
C1 -2.261 -1.413 3.613
F2 -2.872 -0.682 4.658
F3 -1.183 -2.101 3.925
S1 -0.657 0.421 2.791
O1 0.279 -0.512 2.189
O2 -0.368 0.625 4.188
N1 -2.137 -0.445 2.691
S2 -2.667 -1.100 0.425
O3 -1.838 -0.074 -0.217
O4 -2.622 -2.422 -0.193
C2 -4.570 -0.362 0.079
F4 -5.384 -0.942 1.005
F5 -5.025 -0.639 -1.156
F6 -4.644 1.025 0.263
C3 -0.538 1.784 1.547
H1 0.127 2.611 1.881
H2 -1.555 2.205 1.409
Br1 3.254 1.411 -2.344
C4 1.357 1.798 -2.617
C5 1.082 2.280 -3.914
C6 -0.115 2.838 -4.326
C7 -1.115 2.725 -3.349
C8 -0.850 2.176 -2.090
N2 0.340 1.717 -1.741
H3 1.907 2.157 -4.595
H4 -0.197 3.319 -5.286
H5 -2.122 3.063 -3.507
H6 -1.636 2.151 -1.341
Cl1 3.044 0.268 3.949
C9 4.089 0.150 2.456
Cl2 5.456 -0.924 2.901
Cl3 4.783 1.721 2.102
C10 3.281 -0.356 1.232
O5 3.539 -1.479 0.830
O6 2.419 0.533 0.717
N3 0.885 -3.284 -0.635
C11 1.255 -2.269 -1.373
N4 2.097 -2.478 -2.423
O7 0.834 -1.075 -1.167
H7 1.252 -4.244 -0.762
H8 0.356 -3.107 0.185
H9 2.679 -3.305 -2.535
H10 2.518 -1.621 -2.734

The calculation puts the energy at -205868.3470 eV. As for the lowest unoccupied orbital energy (alpha / beta): 3.759 / 3.754 eV. The HOMO energy (alpha / beta) comes out at 0.281 / 0.281 eV. The expectation value of S² is 6.017. As for the net charge: -2. As for the spin multiplicity: 5. The HOMO-LUMO gap (alpha / beta) comes out at 0.12783 / 0.12763 Eh.

These are the Mulliken partial charges, in e, on atoms 1 to 5: Cr 0.894; F -0.327; C 0.597; F -0.298; F -0.257

---

The following is a quantum chemistry calculation of a molecular structure, C44H94AgF15N4O18 in a non-equilibrium geometry, from the Open Molecules 2025 dataset.

CARTESIAN COORDINATES (ANGSTROEM)
Ag1 13.553 8.591 -17.895
C1 12.630 7.262 -20.593
O1 13.885 6.953 -19.866
O2 11.825 7.984 -19.720
C2 12.853 7.907 -22.004
F1 13.425 6.977 -22.861
F2 11.823 8.295 -22.675
F3 13.721 8.956 -22.057
C3 14.492 5.731 -20.214
C4 15.659 5.627 -19.192
H1 15.839 6.613 -18.762
H2 15.566 4.869 -18.415
H3 16.604 5.405 -19.689
H4 14.974 5.902 -21.177
H5 13.846 4.855 -20.277
H6 12.209 6.272 -20.773
C5 17.388 12.969 -21.714
O3 17.220 13.310 -23.089
O4 18.438 13.797 -21.277
C6 16.086 12.753 -20.882
F4 16.239 12.573 -19.586
F5 15.385 13.869 -20.998
F6 15.288 11.757 -21.180
C7 16.766 12.430 -24.057
C8 16.076 13.202 -25.166
H7 16.369 14.250 -25.217
H8 16.305 12.948 -26.201
H9 14.992 13.281 -25.239
H10 15.958 11.854 -23.608
H11 17.531 11.714 -24.358
H12 17.878 11.996 -21.754
C9 11.954 10.764 -15.314
O5 10.610 10.607 -14.926
O6 12.031 9.972 -16.502
C10 12.420 12.269 -15.355
F7 12.067 12.911 -14.213
F8 13.720 12.281 -15.329
F9 11.934 13.003 -16.338
C11 10.308 10.490 -13.475
C12 8.754 10.174 -13.421
H13 8.411 9.476 -14.185
H14 8.467 9.708 -12.479
H15 8.176 11.098 -13.453
H16 10.478 11.383 -12.873
H17 10.875 9.693 -12.993
H18 12.622 10.313 -14.580
C13 16.792 9.587 -17.249
O7 17.595 8.670 -17.922
O8 15.751 8.897 -16.597
C14 17.675 10.591 -16.307
F10 17.039 11.685 -15.854
F11 18.271 10.002 -15.239
F12 18.727 11.054 -16.982
C15 18.129 9.015 -19.193
C16 19.281 7.982 -19.295
H19 18.831 7.072 -19.693
H20 20.010 8.443 -19.961
H21 19.772 7.801 -18.339
H22 18.670 9.958 -19.269
H23 17.467 8.850 -20.043
H24 16.256 10.167 -18.000
C17 12.621 1.780 -16.309
O9 12.577 2.655 -15.157
O10 11.279 1.625 -16.740
C18 13.676 2.351 -17.386
F13 13.746 1.727 -18.536
F14 13.606 3.663 -17.546
F15 14.890 2.213 -16.863
C19 13.388 2.255 -14.069
C20 13.081 3.342 -13.004
H25 13.297 2.865 -12.048
H26 13.752 4.192 -13.130
H27 12.036 3.632 -13.113
H28 14.448 2.162 -14.303
H29 13.173 1.238 -13.741
H30 13.076 0.823 -16.056
C21 10.625 3.534 -22.009
O11 11.162 3.257 -20.737
C22 10.455 2.238 -20.090
C23 9.261 2.860 -19.364
N1 9.666 3.716 -18.201
H31 8.889 3.624 -17.562
H32 10.332 3.157 -17.688
C24 10.229 5.152 -18.413
C25 10.156 6.008 -17.178
O12 10.624 5.320 -16.046
C26 11.918 5.838 -15.631
H33 9.547 3.668 -21.923
H34 10.936 2.732 -22.679
H35 11.181 4.416 -22.328
H36 11.043 1.784 -19.293
H37 10.283 1.341 -20.686
H38 8.718 2.034 -18.905
H39 8.522 3.454 -19.903
H40 9.524 5.496 -19.170
H41 11.236 5.031 -18.813
H42 9.085 6.211 -17.158
H43 10.678 6.935 -17.415
H44 12.208 5.420 -14.667
H45 11.854 6.922 -15.540
H46 12.723 5.541 -16.303
C27 16.688 4.377 -15.145
O13 18.025 4.839 -15.319
C28 18.085 6.215 -15.451
C29 19.456 6.698 -15.880
N2 20.495 6.459 -14.740
H47 20.006 6.881 -13.963
H48 20.582 5.463 -14.596
C30 21.980 7.010 -14.786
C31 22.706 6.377 -15.978
O14 22.092 6.933 -17.120
C32 22.507 6.643 -18.431
H49 15.968 4.685 -15.902
H50 16.223 4.834 -14.272
H51 16.699 3.314 -14.904
H52 17.703 6.719 -14.563
H53 17.324 6.465 -16.190
H54 19.463 7.747 -16.174
H55 19.804 6.082 -16.709
H56 22.414 6.734 -13.825
H57 21.762 8.076 -14.730
H58 22.777 5.290 -15.954
H59 23.733 6.742 -15.942
H60 23.552 6.900 -18.607
H61 21.888 7.214 -19.123
H62 22.488 5.575 -18.647
C33 7.802 9.502 -22.200
O15 8.725 9.652 -21.117
C34 8.361 10.786 -20.332
C35 9.568 11.052 -19.427
N3 9.746 9.888 -18.459
H63 9.875 8.990 -18.902
H64 10.640 9.992 -18.001
C36 8.778 9.765 -17.314
C37 7.596 8.867 -17.636
O16 7.823 7.733 -18.532
C38 6.504 7.247 -18.959
H65 6.784 9.512 -21.810
H66 7.916 8.557 -22.730
H67 7.955 10.270 -22.958
H68 7.398 10.706 -19.828
H69 8.252 11.655 -20.982
H70 9.476 11.937 -18.797
H71 10.434 11.184 -20.076
H72 8.516 10.749 -16.926
H73 9.419 9.282 -16.576
H74 6.796 9.487 -18.039
H75 7.190 8.398 -16.739
H76 6.177 8.120 -19.524
H77 5.752 7.092 -18.185
H78 6.666 6.522 -19.757
C39 13.235 11.975 -10.639
O17 14.019 11.663 -11.857
C40 15.389 11.564 -11.730
C41 15.969 11.215 -13.104
N4 15.382 9.931 -13.688
H79 14.382 10.065 -13.632
H80 15.537 9.882 -14.685
C42 15.769 8.546 -13.055
C43 14.681 7.604 -13.162
O18 13.640 8.191 -12.401
C44 12.481 7.419 -12.196
H81 12.161 11.996 -10.823
H82 13.555 12.956 -10.290
H83 13.246 11.284 -9.796
H84 15.503 10.741 -11.024
H85 15.890 12.494 -11.463
H86 17.053 11.112 -13.161
H87 15.652 11.913 -13.879
H88 15.986 8.705 -11.999
H89 16.638 8.327 -13.675
H90 15.009 6.647 -12.756
H91 14.441 7.461 -14.215
H92 11.641 8.049 -11.904
H93 12.661 6.626 -11.470
H94 12.209 6.925 -13.129

The calculation puts the energy at -134712.7449 eV. As for the lowest unoccupied orbital energy: -1.121 eV. The HOMO energy comes out at -4.180 eV. The HOMO-LUMO gap comes out at 0.11243 Eh.

These are the Mulliken partial charges, in e, on atoms 1 to 5: Ag 0.476; C 0.570; O 0.183; O -0.302; C 0.285

---

The following is a quantum chemistry calculation of 2 unconnected molecules or ions with the total composition C5H10O2, from the Open Molecules 2025 dataset.

CARTESIAN COORDINATES (ANGSTROEM)
C1 0.842 -0.144 -0.541
C2 2.164 0.159 0.077
C3 0.215 -1.446 -0.397
O1 -0.254 1.035 0.517
H1 -0.140 0.664 1.412
H2 0.609 0.416 -1.440
H3 2.255 -0.294 1.067
H4 2.343 1.232 0.146
H5 2.949 -0.276 -0.551
H6 -0.120 -1.866 -1.344
H7 -0.760 -1.289 0.213
H8 0.820 -2.156 0.167
O2 -2.082 1.517 -0.752
C4 -1.660 0.749 0.306
C5 -2.161 -0.271 0.984
H9 -1.809 2.436 -0.619
H10 -3.209 -0.466 0.753

The calculation puts the energy at -9436.9880 eV. As for the lowest unoccupied orbital energy: 0.460 eV. The HOMO energy comes out at -7.372 eV. As for the relative energy (zero: lowest compared OMol25 entry of this formula, charge and spin): 6.055 eV. The HOMO-LUMO gap comes out at 0.28782 Eh.

These are the Mulliken partial charges, in e, on atoms 1 to 5: C 0.401; C -1.347; C -0.531; O -0.548; H 0.451

---

Question: The lowest energy belongs to which entry?
Answer: C11H10BrCl3CrF6N4O7S2